This record from the OMol25 dataset describes a molecular structure, C73H168AsCsF6N3O10P3S2 at a distorted geometry. The level of theory is ωB97M-V with the def2-TZVPD basis set.

Last column: Mulliken charge in e.
Positions of all 267 atoms, in Å:
H (7.158, -0.118, 1.545)  0.312
C (-0.598, 8.216, -3.422)  -0.731
C (-3.897, -1.924, 1.050)  -1.701
H (0.005, -2.932, 10.917)  0.422
H (4.216, -0.936, 5.239)  -0.143
H (-5.337, -0.717, 2.984)  0.397
H (5.436, -1.894, -2.116)  0.260
H (4.520, -0.093, -3.298)  0.450
H (-7.295, -5.361, -0.797)  0.353
C (-3.411, -1.053, 2.158)  1.114
C (-2.834, -5.605, 4.384)  -0.853
H (0.727, 6.563, 4.233)  0.264
C (-4.723, -2.674, -2.910)  -0.587
C (-4.062, 8.506, 0.022)  -1.587
H (1.099, 7.106, -3.876)  0.635
H (0.000, 8.476, -1.307)  0.196
H (-0.829, -7.997, 0.005)  0.455
H (-2.937, 0.017, -5.460)  0.234
H (2.580, 1.760, -8.668)  0.333
H (-2.802, 6.999, 2.624)  0.471
H (-6.434, -7.286, 1.182)  0.268
H (2.996, -3.811, 1.063)  0.130
H (-5.279, -4.100, -0.269)  -0.355
H (5.004, 3.957, -2.105)  0.322
C (9.479, -1.460, 0.830)  -1.257
H (5.930, -0.136, 6.758)  0.437
H (4.396, -4.495, -0.658)  -0.075
C (7.052, -0.670, 0.612)  -0.219
C (4.076, -3.758, 1.202)  -0.827
O (-0.269, 6.170, 2.448)  -0.198
H (-4.849, -2.454, 1.076)  0.528
H (4.868, 5.022, -3.578)  0.387
H (5.388, -7.664, -0.544)  0.369
H (-3.996, 0.436, 3.426)  0.400
H (-2.020, -6.229, 4.015)  0.318
C (-3.305, 6.288, 1.969)  -0.412
H (-2.174, 4.323, 2.315)  0.099
H (3.684, -8.219, -0.173)  0.411
H (-2.620, -0.454, 1.706)  0.043
H (-1.165, 5.703, -0.858)  -0.263
F (4.259, 4.805, 2.755)  -0.506
H (1.188, -2.640, 9.600)  0.284
H (-3.355, 3.431, -7.928)  0.371
C (-0.105, 9.024, -2.243)  -1.260
C (0.324, 1.066, 7.317)  -0.748
H (-3.306, -4.559, 6.187)  0.430
H (-1.649, 8.103, -3.159)  0.412
H (6.769, -2.774, 1.359)  0.841
C (3.406, 2.302, -8.208)  -1.329
C (2.499, -0.604, -3.362)  -0.888
H (1.041, 0.746, 8.074)  0.445
C (4.179, -6.259, 0.714)  -0.318
H (3.110, -6.349, 0.905)  0.112
H (0.844, 9.545, -2.369)  0.425
H (-2.368, -2.643, -6.394)  0.632
H (-0.722, 1.093, 4.674)  0.238
H (-1.265, -0.690, 8.332)  0.402
H (2.327, -0.031, 6.281)  0.344
O (-0.228, -3.491, 2.354)  -0.828
H (-4.348, 6.604, 1.966)  0.534
H (2.550, 2.119, 5.381)  0.506
H (5.781, -4.762, 0.397)  0.405
S (0.633, -2.329, 2.565)  0.491
C (-1.704, -5.710, 1.063)  -1.142
C (2.839, 3.602, -7.549)  -0.935
H (-1.697, 0.193, -4.046)  -0.356
H (-0.929, -2.873, -4.545)  0.514
C (-0.876, -7.239, -0.777)  -1.164
H (-0.991, 6.215, -5.074)  0.843
C (-2.975, -4.334, 3.516)  -0.229
C (1.547, 0.188, 5.551)  0.120
H (-4.044, -0.989, -7.274)  0.177
C (4.698, -4.855, 0.326)  -0.242
H (-2.916, -1.593, 2.964)  -0.512
H (0.166, -2.146, 6.114)  0.150
H (-3.343, -0.837, -2.758)  0.416
H (-1.265, -0.490, 4.738)  0.036
C (3.827, -1.183, -0.630)  0.491
H (-4.818, 8.148, -0.677)  0.363
C (-2.727, 7.799, -0.105)  0.350
C (1.683, 3.396, -6.646)  0.190
H (1.151, -7.265, -1.738)  0.459
H (-1.233, -7.875, -1.588)  0.424
O (-2.277, 2.070, -0.357)  -0.563
H (1.194, -1.565, 7.428)  0.468
H (3.689, 3.989, -6.987)  0.315
C (5.137, -0.638, 4.739)  0.096
C (-1.138, -2.116, -2.457)  0.715
H (1.671, -0.416, 4.652)  -0.400
H (-7.345, -4.741, 0.796)  0.471
H (-1.794, 0.553, 6.142)  0.414
C (0.851, 6.721, 3.162)  -0.853
F (4.317, 4.566, 0.312)  -0.489
H (-1.871, -1.917, 7.168)  0.158
H (0.987, -6.195, -0.326)  0.025
C (1.370, 4.602, -5.835)  -1.263
H (6.436, -0.028, -0.018)  0.061
H (-2.185, -3.649, 3.826)  -0.495
H (4.178, -1.631, -4.134)  0.381
H (-1.603, 5.610, -3.484)  0.443
C (-2.427, -6.533, 6.699)  -1.424
P (0.105, 4.220, -4.493)  -0.169
H (0.153, -1.409, 10.321)  0.303
H (2.147, -0.268, -4.337)  0.696
H (-7.265, -3.169, -3.486)  0.407
H (0.123, 7.197, 0.552)  0.378
H (8.511, -1.217, -0.855)  0.289
H (7.207, -0.272, 5.619)  0.355
H (-2.334, -6.252, 7.748)  0.415
H (-4.490, -0.803, -4.078)  0.892
C (-2.087, 1.768, -7.866)  -1.093
O (1.538, -2.041, 1.412)  -0.475
C (0.776, 2.295, 6.560)  -0.778
H (-2.464, 7.782, -1.163)  -0.349
H (0.897, 2.941, -7.249)  0.318
H (-1.830, -2.825, 0.768)  0.504
O (-5.285, -3.434, -3.967)  -0.269
P (4.527, -2.030, 0.909)  0.529
C (-1.070, -1.652, 7.858)  -0.413
H (0.858, 5.360, -6.427)  0.933
C (4.360, -1.762, -1.996)  -0.531
O (-2.119, 3.577, -2.227)  -0.367
H (6.377, -1.261, 3.148)  0.072
H (-0.657, -1.141, -2.537)  -0.385
H (4.024, -6.974, -1.304)  0.295
H (2.545, 3.710, -1.576)  0.449
H (-6.892, -4.476, -4.612)  0.306
C (-2.094, -0.373, -4.889)  -0.499
H (-1.862, 2.853, -4.565)  0.754
H (-3.831, -3.744, 3.843)  1.066
H (-0.954, 4.094, -7.199)  0.462
H (10.350, -1.679, 0.213)  0.437
H (-3.776, 4.499, 0.036)  0.305
C (-6.814, -5.463, 0.175)  -0.875
H (0.308, 3.748, -2.204)  -0.175
H (-8.258, -7.065, 0.877)  0.375
C (-0.898, -2.785, 8.945)  -0.389
H (-0.907, -3.849, 8.710)  0.136
H (-2.282, -3.612, -3.741)  0.635
H (9.092, -2.407, 1.205)  0.239
C (-1.742, 3.779, -6.514)  -1.147
H (2.249, 0.257, -2.742)  -0.028
H (-0.536, 8.708, -4.392)  0.492
H (-1.545, -7.083, 6.370)  0.338
O (-0.042, -1.102, 2.904)  -0.718
H (-3.914, 4.160, 2.322)  0.423
C (4.355, -7.378, -0.348)  -1.417
H (8.867, 0.271, -0.262)  0.519
C (3.931, -1.009, -3.274)  -1.085
C (4.296, -1.075, 2.358)  0.723
C (-1.309, 5.683, 0.222)  0.657
C (-0.063, 6.225, 1.009)  -1.042
C (0.480, -6.592, -1.205)  -0.757
H (6.513, -2.539, -0.358)  0.689
H (-4.906, 0.518, 1.804)  0.320
F (3.683, 2.419, 3.047)  -0.419
H (4.058, -2.802, -2.118)  0.281
N (-2.731, 6.336, 0.491)  0.718
H (3.751, 2.159, -3.101)  -0.504
H (-1.242, -0.587, -5.533)  0.474
C (-3.099, 4.837, 2.577)  -1.249
H (4.375, -3.884, 2.243)  0.720
H (-0.704, -5.283, 1.138)  0.105
C (-2.901, -3.004, 0.669)  1.649
C (6.231, -0.688, 5.867)  -1.634
N (-2.740, -1.760, -4.507)  0.402
H (2.751, -1.356, -0.606)  0.279
H (-0.850, 9.803, -2.077)  0.418
H (-1.820, -2.649, 9.510)  0.405
C (-2.829, 2.883, -7.147)  -0.603
H (4.321, -0.003, 2.160)  -0.053
H (3.780, 1.674, -7.399)  0.275
C (-1.926, -6.228, -0.365)  0.526
H (-3.301, -7.161, 6.525)  0.359
H (-0.642, 1.219, 7.799)  0.550
H (1.791, 6.289, 2.818)  0.285
H (-2.011, -5.367, -1.029)  -0.306
H (0.875, 7.778, 2.898)  0.338
As (4.030, 3.440, 1.627)  2.008
H (-3.648, -3.490, -5.555)  0.615
H (-5.542, -2.167, -2.400)  0.706
C (0.944, 3.446, -3.036)  1.546
H (-1.406, 4.635, 0.504)  -0.252
H (-7.194, -7.572, -0.333)  0.359
C (-4.523, -0.085, 2.627)  -1.598
H (-3.922, 9.534, -0.312)  0.505
H (-1.418, 1.135, -7.284)  0.084
H (9.832, -0.884, 1.685)  0.296
H (-4.414, -6.395, 1.536)  0.818
H (0.754, 5.596, 0.655)  0.427
C (-1.023, 0.340, 5.402)  -0.705
C (-4.578, -5.333, 1.354)  -1.410
C (-6.581, -3.993, -3.686)  -0.812
H (1.895, 2.612, -5.920)  -0.239
H (-1.645, -4.630, 5.866)  0.083
C (5.358, -1.473, 3.471)  -0.610
P (-3.012, -4.561, 1.655)  0.989
H (2.203, 5.085, -5.324)  0.798
N (0.238, -0.049, 6.262)  0.646
H (4.981, 0.373, 4.362)  0.277
H (-2.923, -6.668, -0.374)  0.200
H (-1.848, -2.051, -1.634)  -0.560
H (-0.565, 2.204, -5.300)  0.340
H (1.040, 2.079, 4.447)  0.087
H (-1.529, 2.200, -8.697)  0.442
C (-2.541, -5.250, 5.831)  -0.171
H (-5.257, -4.951, 2.117)  0.629
H (0.379, 6.590, -2.432)  0.040
C (4.909, 4.004, -3.190)  -1.650
C (1.521, 1.760, 5.372)  -0.444
C (-3.706, 5.534, -0.300)  -1.081
H (-3.544, 2.447, -6.449)  0.380
C (0.121, 6.892, -3.447)  -0.502
H (2.623, 4.418, -8.240)  0.453
H (3.456, 3.273, -4.481)  -0.435
H (-2.789, 1.034, -8.265)  0.399
F (3.969, 2.052, 0.518)  -0.448
H (6.393, -1.688, 6.268)  0.371
H (-4.705, 5.969, -0.263)  0.369
Cs (0.225, 0.962, 0.698)  -0.005
C (-1.706, -2.688, -3.803)  -1.083
H (1.350, 2.998, 7.165)  0.413
C (-0.724, 5.843, -4.085)  -1.141
H (-4.854, -2.449, -7.254)  0.399
H (1.837, -1.420, -3.071)  0.268
C (-5.318, -5.162, -0.026)  0.311
H (3.926, -0.100, -0.562)  0.243
O (-3.246, 1.485, -2.479)  -0.822
H (-3.455, 5.454, -1.358)  0.292
H (0.384, -5.642, -1.730)  0.165
H (-0.099, 2.880, 6.278)  0.256
H (4.219, 2.415, -8.926)  0.405
O (1.502, -2.706, 3.643)  -0.670
C (0.180, -2.438, 9.961)  -1.273
C (6.370, -2.079, 0.620)  -1.360
H (-4.471, 8.647, 1.022)  0.361
F (2.204, 3.648, 1.436)  -0.270
H (3.279, -1.241, 2.713)  -0.349
H (-4.735, -5.671, -0.793)  0.526
H (5.752, 3.516, -3.681)  0.439
H (2.450, 4.974, -2.712)  0.408
H (-3.734, -6.204, 4.246)  0.453
H (5.269, -2.516, 3.777)  0.422
C (-3.260, -2.498, -5.784)  -0.506
C (-7.232, -6.917, 0.538)  -1.263
H (-4.228, -3.340, -2.202)  -0.530
C (0.215, -1.461, 6.960)  -0.535
C (8.516, -0.694, 0.102)  -0.817
C (2.415, 3.887, -2.644)  -0.894
C (-3.864, -1.465, -3.480)  -0.833
H (-0.402, -2.823, -2.072)  0.548
H (-5.065, -1.246, -5.924)  0.337
O (-0.953, 1.426, -2.155)  -0.833
C (-1.072, 3.168, -5.248)  -0.927
C (-4.355, -1.761, -6.571)  -1.202
C (3.591, 3.195, -3.402)  1.254
H (4.555, -6.598, 1.679)  0.473
H (-2.200, 4.725, -6.226)  0.252
F (5.706, 3.013, 1.796)  -0.506
H (-1.974, 8.355, 0.452)  0.437
H (-3.073, -3.412, -0.326)  -1.560
H (-2.932, 4.912, 3.651)  0.473
S (-2.152, 2.166, -1.815)  0.740
H (-4.055, -1.288, 0.179)  0.435
H (-1.617, -6.562, 1.737)  0.900
H (0.960, 2.362, -3.149)  -0.076
H (-6.575, -4.631, -2.803)  0.125

Values from the calculation:
LUMO, hartree: -0.109
Kohn-Sham gap, eV: 7.854
Maximum force, eV/A: 4.3
Charge: +2

This record from the OMol25 dataset describes a molecular structure, C3H9NS at a distorted geometry. The level of theory is ωB97M-V with the def2-TZVPD basis set.

Last column: Mulliken charge in e.
Positions of all 14 atoms, in Å:
H (0.413, -0.194, 1.139)  0.288
H (-3.033, 0.005, 0.148)  0.343
H (-0.841, 0.816, 1.278)  0.270
H (0.800, 0.302, -0.925)  0.215
C (-0.290, 0.266, -1.268)  -1.027
H (-0.577, 1.316, -1.329)  0.394
H (-2.720, -1.688, 0.169)  0.326
H (-0.251, -0.165, -2.266)  0.396
C (-0.965, -0.582, -0.205)  0.602
S (1.955, 0.618, 0.026)  -0.375
C (-2.471, -0.773, -0.336)  -1.305
H (-2.762, -1.019, -1.356)  0.366
N (-0.607, -0.165, 1.119)  -0.660
H (-0.549, -1.572, -0.323)  0.167

Values from the calculation:
LUMO, hartree: -0.075
Kohn-Sham gap, eV: 6.771
Maximum force, eV/A: 1.5
Charge: 0

This record from the OMol25 dataset describes 3 unconnected molecules or ions with the total composition C24H24N3O9P at a distorted geometry. The level of theory is ωB97M-V with the def2-TZVPD basis set.

Last column: Mulliken charge in e.
Positions of all 61 atoms, in Å:
C (1.929, 4.168, -2.885)  -1.063
H (-0.249, 1.790, -1.021)  0.276
O (-0.767, 1.850, -1.848)  -0.517
H (1.501, -1.182, 3.305)  0.314
H (-4.797, -2.935, 1.081)  0.422
O (4.206, 1.579, -0.057)  -0.700
H (0.562, -2.302, 1.578)  0.524
O (1.436, 0.213, 0.540)  -0.134
H (-1.471, 2.597, -4.304)  0.446
H (-4.686, -2.201, 4.039)  0.270
H (-6.091, -2.635, 3.079)  0.345
C (1.143, 3.261, -2.077)  1.091
C (-4.555, 0.656, 1.951)  -0.411
H (-3.640, -4.244, 0.892)  0.540
O (4.071, -1.736, -3.388)  -0.590
H (4.652, -1.879, -4.160)  0.369
O (1.435, 2.915, -0.947)  -0.586
H (-3.693, 2.630, 2.236)  0.434
N (1.731, -0.210, 3.121)  -0.604
H (-3.630, -4.948, 4.679)  0.477
H (-1.316, -3.900, 1.411)  0.401
C (-1.996, -0.128, 1.903)  -0.055
C (-5.286, -3.046, 3.688)  -1.509
C (-4.401, -4.013, 2.900)  0.714
C (-3.947, -3.429, 1.553)  -1.668
H (1.844, 1.016, 0.182)  0.133
C (4.538, -0.661, -2.771)  0.413
C (-0.563, 3.002, -3.882)  -0.965
H (7.190, 1.580, -3.359)  0.435
C (5.801, 1.654, -1.748)  0.301
H (2.843, 4.566, -2.467)  0.488
C (-3.233, -4.453, 3.791)  -1.506
H (-2.673, -3.582, 4.140)  0.292
H (-5.686, -3.542, 4.573)  0.459
N (-2.235, 1.202, 2.067)  -0.557
C (-3.480, 1.574, 2.097)  -0.422
O (2.136, 5.298, -4.935)  -0.582
H (1.593, 5.344, -5.747)  0.376
C (1.496, 4.482, -4.114)  0.299
O (6.256, 2.739, -1.141)  -0.596
C (-1.521, -2.846, 1.558)  -0.686
C (0.213, 3.923, -4.685)  1.102
O (6.155, -0.605, -4.446)  -0.638
C (-3.071, -1.052, 1.786)  0.472
C (-0.130, 2.683, -2.653)  0.201
C (4.004, -0.151, -1.653)  -1.034
H (-2.552, -5.129, 3.275)  0.326
H (5.682, 2.871, -0.359)  0.371
P (0.741, 0.578, 1.972)  0.090
C (-2.817, -2.437, 1.634)  0.474
C (-0.455, -1.935, 1.659)  -0.284
H (3.142, -0.583, -1.161)  0.590
O (-0.089, 4.289, -5.807)  -0.628
C (6.334, 1.142, -2.865)  -1.024
C (4.605, 1.031, -1.069)  1.139
H (-4.989, -4.916, 2.707)  0.361
H (1.642, 0.290, 3.997)  0.314
H (-5.578, 1.019, 1.957)  0.422
C (-0.665, -0.595, 1.841)  0.524
N (-4.363, -0.620, 1.801)  -0.397
C (5.746, -0.050, -3.442)  0.952

Values from the calculation:
SMILES: CC(C)Cc1ccc(P(N)O)c2nccnc12.O=C1C=C(O)C(=O)C=C1O.O=C1C=C(O)C(=O)C=C1O
LUMO, hartree: -0.056
Kohn-Sham gap, eV: 6.984
Maximum force, eV/A: 1.1
Charge: 0

This record from the OMol25 dataset describes 3 unconnected molecules or ions with the total composition C11H32BO5PS at a distorted geometry. The level of theory is ωB97M-V with the def2-TZVPD basis set.

Last column: Mulliken charge in e.
Positions of all 51 atoms, in Å:
H (-1.015, 0.876, -7.695)  0.352
H (-1.282, 2.784, -4.450)  0.320
H (0.948, 0.715, 1.619)  0.289
H (1.320, -0.372, -2.454)  0.350
S (-3.188, 0.270, 1.514)  -0.417
H (3.292, 1.480, 4.886)  0.271
C (-1.248, 0.921, -5.544)  0.530
H (-2.640, -2.299, 0.348)  0.481
O (0.352, -2.081, 2.105)  -0.420
C (-0.676, -0.286, -1.688)  -0.895
P (-1.784, -0.085, -0.150)  0.590
H (-2.662, 0.519, -7.141)  0.365
O (0.137, 0.692, -5.278)  -0.512
H (-0.207, 1.838, -0.264)  0.588
H (1.276, -0.773, 5.364)  0.266
C (-1.549, 2.408, -5.439)  -1.269
H (0.154, 2.147, 2.222)  0.481
H (1.559, 0.585, 6.471)  0.412
H (-1.083, -2.465, -0.405)  0.351
B (-1.034, -2.165, 1.813)  0.683
H (-1.374, -0.688, -6.980)  0.344
H (-1.598, 2.165, 0.718)  0.591
H (-2.607, 2.612, -5.615)  0.374
H (-0.600, 0.616, 2.548)  0.181
C (-0.036, 1.157, 1.784)  -1.062
H (-1.019, -1.169, -2.252)  0.557
H (-1.364, -2.917, 3.512)  0.272
H (1.241, -2.319, -1.480)  0.334
H (0.887, 0.863, 4.853)  0.205
C (-1.622, -1.885, 0.355)  -1.085
H (4.044, -0.102, 6.688)  0.388
C (-1.602, 0.377, -6.919)  -1.408
C (-0.854, 1.388, 0.495)  -1.109
C (3.003, 0.428, 4.858)  0.368
H (2.758, -0.887, 3.439)  0.313
H (1.295, 0.417, -0.894)  0.285
O (1.270, -1.616, -0.845)  -0.509
H (-3.809, -0.909, 1.804)  0.126
O (-1.913, -2.529, 2.831)  -0.516
C (4.015, -0.398, 5.637)  -1.290
H (-1.810, 0.380, -4.780)  0.271
O (3.014, 0.038, 3.487)  -0.478
H (-0.849, 0.573, -2.357)  0.238
H (3.767, -1.462, 5.583)  0.327
H (-2.864, 0.215, -1.046)  0.083
H (5.014, -0.279, 5.214)  0.311
C (0.849, -0.402, -1.457)  -0.738
H (0.643, 1.165, -5.944)  0.332
H (-0.960, 2.973, -6.166)  0.341
C (1.601, 0.270, 5.426)  -1.087
H (0.809, -2.786, 1.667)  0.226

Values from the calculation:
SMILES: CC[PH](S)(CCO)CB(O)O.CC(C)O.CC(C)O
LUMO, hartree: 0.012
Kohn-Sham gap, eV: 8.310
Maximum force, eV/A: 2.0
Charge: 0